Computed, not measured: a 8-piece molecular cluster, C16H39N14O14P overall, with ωB97M-V with the def2-TZVPD basis set.

Structure (ORCA input):
```
! RIJCOSX wB97M-V def2-TZVPD def2/J DEFGRID3
* xyz 0 1
C -3.77 -0.35 -4.07
C -2.44 0.04 -3.43
O -2.26 1.46 -3.47
C -1.03 1.88 -3.15
C 0.04 1.82 -3.97
C -0.04 1.28 -5.37
P 0.79 -0.33 -5.61
O 2.04 -0.25 -6.36
O -0.33 -1.27 -6.24
O 0.94 -0.98 -4.15
C 1.34 2.30 -3.49
O 2.34 2.18 -4.15
C 1.42 2.97 -2.16
O 2.62 3.45 -1.83
C 0.36 3.02 -1.34
C -0.90 2.44 -1.75
O -1.86 2.36 -1.00
H -3.63 -0.81 -5.04
H -4.36 0.55 -4.22
H -4.32 -1.00 -3.40
H -2.41 -0.31 -2.40
H -1.61 -0.45 -3.95
H 0.46 1.96 -6.05
H -1.10 1.18 -5.61
H -0.67 -1.90 -5.60
H 1.84 -0.81 -3.84
H 3.23 3.29 -2.57
H 0.45 3.43 -0.35
N -0.09 2.28 2.74
C 1.20 2.67 2.51
N 2.10 2.37 3.48
O 1.51 3.26 1.48
H -0.36 1.74 3.54
H -0.78 2.51 2.05
H 3.05 2.64 3.33
H 1.86 1.88 4.32
N -1.02 -0.24 0.61
C -0.79 -1.14 1.62
N -0.62 -2.44 1.21
O -0.76 -0.82 2.79
H -1.06 -0.49 -0.36
H -1.15 0.72 0.86
H -0.45 -3.12 1.93
H -0.65 -2.73 0.25
N 5.31 -0.70 -0.81
C 4.86 0.56 -1.11
N 3.74 0.97 -0.45
O 5.45 1.27 -1.91
H 4.87 -1.31 -0.14
H 6.12 -1.02 -1.30
H 3.42 1.90 -0.66
H 3.25 0.41 0.22
N 8.64 1.02 2.76
C 7.65 0.53 1.95
N 7.85 0.71 0.61
O 6.66 -0.02 2.39
H 9.46 1.48 2.42
H 8.51 0.90 3.75
H 7.13 0.37 -0.01
H 8.66 1.16 0.22
N -5.17 -2.36 0.20
C -4.99 -2.87 -1.05
N -6.05 -3.54 -1.60
O -3.93 -2.74 -1.66
H -6.03 -2.47 0.71
H -4.40 -1.85 0.60
H -5.92 -3.90 -2.52
H -6.93 -3.67 -1.13
N -7.85 -6.30 1.18
C -7.14 -5.16 1.44
N -6.21 -5.25 2.43
O -7.33 -4.12 0.82
H -7.70 -7.16 1.67
H -8.54 -6.26 0.46
H -5.66 -4.43 2.62
H -6.03 -6.09 2.94
N 0.25 2.22 7.25
C 1.54 2.63 7.08
N 1.74 3.98 7.11
O 2.45 1.84 6.88
H -0.52 2.86 7.40
H 0.07 1.24 7.24
H 2.68 4.31 6.98
H 1.01 4.65 7.26
*
```

LUMO energy = -1.1 eV
SMILES = CCOC1=C(CP(=O)(O)O)C(=O)C(O)=CC1=O.NC(N)=O.NC(N)=O.NC(N)=O.NC(N)=O.NC(N)=O.NC(N)=O.NC(N)=O

=====

Computed, not measured: an isolated molecule of C4H8N2O, with ωB97M-V with the def2-TZVPD basis set.

Structure (ORCA input):
```
! RIJCOSX wB97M-V def2-TZVPD def2/J DEFGRID3
* xyz 0 1
C 0.36 0.13 -2.50
N -0.75 0.42 -1.60
C -0.80 0.32 -0.28
N 0.36 -0.16 0.26
C 0.55 -0.43 1.62
O 1.59 -0.97 1.96
C -0.53 -0.02 2.58
H 0.04 0.30 -3.53
H 0.68 -0.92 -2.41
H 1.22 0.78 -2.29
H -1.59 0.76 -2.04
H 1.17 -0.44 -0.28
H -1.39 0.40 2.07
H -0.81 -0.89 3.18
H -0.10 0.72 3.27
*
```

LUMO energy = 0.7 eV
Energy relative to the best compared isomer or geometry (same formula, charge and spin) = 41.4 kcal/mol

=====

Computed, not measured: C8H9N3O3 as an isolated structure, with ωB97M-V with the def2-TZVPD basis set.

Structure (ORCA input):
```
! RIJCOSX wB97M-V def2-TZVPD def2/J DEFGRID3
* xyz 0 1
C 2.53 -2.52 0.57
C 1.18 -2.74 0.44
C 2.95 -1.23 0.70
C 0.29 -1.62 0.45
C 2.10 -0.14 0.75
C 0.76 -0.35 0.61
C -1.09 0.62 -1.11
C -2.89 1.91 -1.97
N -2.02 1.46 -0.88
N -0.21 0.63 0.60
N -0.46 1.43 1.64
O -0.53 -0.03 -1.92
O 0.27 1.26 2.60
O -1.22 2.44 1.43
H 3.16 -3.41 0.66
H 0.70 -3.75 0.60
H 4.03 -0.84 0.75
H -0.80 -1.86 0.10
H 2.53 0.80 0.88
H -2.42 2.76 -2.53
H -3.01 1.11 -2.70
H -3.83 2.14 -1.67
H -2.00 1.94 0.01
*
```

LUMO energy = 0.5 eV
Energy relative to the best compared isomer or geometry (same formula, charge and spin) = 55.4 kcal/mol

=====

Computed, not measured: a 6-piece molecular cluster, C30H48F9N5O4S overall, with ωB97M-V with the def2-TZVPD basis set.

Structure (ORCA input):
```
! RIJCOSX wB97M-V def2-TZVPD def2/J DEFGRID3
* xyz 0 1
C 4.90 4.28 -0.86
C 4.04 3.32 -1.73
C 3.66 2.01 -1.02
C 2.49 2.18 -0.04
O 1.56 1.09 -0.03
O 0.89 1.07 -1.30
S -0.65 1.75 -1.16
O -1.31 1.14 -2.30
O -1.13 0.93 0.13
C -1.08 1.59 1.42
C -2.43 1.42 2.11
C -3.32 2.64 2.16
F -4.45 2.36 2.88
F -2.71 3.68 2.82
C -3.74 3.21 0.75
F -2.80 4.11 0.38
F -3.69 2.18 -0.13
C -5.13 3.89 0.64
F -6.08 3.06 1.07
F -5.11 4.98 1.43
C -5.51 4.32 -0.82
F -6.12 5.48 -0.79
F -4.44 4.47 -1.59
F -6.30 3.44 -1.37
H 5.30 3.76 0.02
H 5.75 4.68 -1.42
H 4.31 5.13 -0.48
H 4.58 3.09 -2.66
H 3.12 3.85 -2.02
H 3.39 1.25 -1.76
H 4.53 1.66 -0.45
H 1.95 3.13 -0.22
H 2.83 2.21 1.01
H -0.80 2.65 1.30
H -0.29 1.13 2.01
H -2.27 1.17 3.17
H -2.98 0.59 1.65
C 0.42 -0.99 7.17
C 0.22 0.49 7.43
C -0.51 1.20 6.28
C 0.26 1.15 5.03
N 0.86 1.12 4.05
H 1.03 -1.17 6.29
H 0.91 -1.47 8.02
H -0.54 -1.50 7.02
H 1.18 0.98 7.59
H -0.37 0.64 8.33
H -0.70 2.25 6.52
H -1.48 0.73 6.10
C 6.14 -0.41 1.57
C 5.40 -0.96 2.77
C 4.05 -0.27 2.99
C 4.21 1.15 3.28
N 4.34 2.28 3.47
H 6.38 0.65 1.70
H 7.08 -0.94 1.41
H 5.54 -0.51 0.66
H 6.01 -0.86 3.67
H 5.21 -2.03 2.64
H 3.50 -0.72 3.82
H 3.43 -0.37 2.10
C -5.34 -1.10 0.46
C -4.52 -1.22 -0.82
C -3.76 -2.54 -0.92
C -2.77 -2.68 0.15
N -2.02 -2.79 1.01
H -4.70 -1.14 1.34
H -5.89 -0.16 0.48
H -6.07 -1.92 0.53
H -3.81 -0.39 -0.89
H -5.19 -1.14 -1.69
H -3.24 -2.61 -1.88
H -4.46 -3.38 -0.88
C -3.80 -5.49 -5.93
C -4.19 -4.05 -6.25
C -4.21 -3.15 -5.01
C -5.22 -3.58 -4.04
N -6.01 -3.93 -3.29
H -4.52 -5.95 -5.25
H -3.77 -6.09 -6.83
H -2.82 -5.53 -5.46
H -5.17 -4.03 -6.73
H -3.48 -3.62 -6.96
H -4.42 -2.12 -5.29
H -3.23 -3.16 -4.52
C 3.84 -2.94 -4.48
C 5.29 -3.15 -4.07
C 5.65 -2.40 -2.78
C 5.53 -0.95 -2.94
N 5.41 0.18 -3.08
H 3.64 -1.89 -4.70
H 3.61 -3.51 -5.38
H 3.16 -3.26 -3.70
H 5.96 -2.83 -4.87
H 5.48 -4.21 -3.90
H 6.67 -2.63 -2.47
H 4.99 -2.71 -1.97
*
```

LUMO energy = 0.5 eV

=====

Computed, not measured: an isolated molecule of CH4BNO2, with ωB97M-V with the def2-TZVPD basis set.

Structure (ORCA input):
```
! RIJCOSX wB97M-V def2-TZVPD def2/J DEFGRID3
* xyz 0 1
B 1.99 0.31 0.08
O 0.86 -0.52 -0.06
N -0.70 0.04 -0.05
C -1.79 -0.74 -0.01
O -0.78 1.26 0.01
H 2.99 -0.03 -0.41
H 1.82 1.50 0.18
H -1.79 -1.75 0.09
H -2.61 -0.08 0.17
*
```

LUMO energy (spin up / spin down) = -0.2 / -0.2 eV
SMILES = BO[N+](=C)[O-]
Energy relative to the best compared isomer or geometry (same formula, charge and spin) = 62.9 kcal/mol

=====

Computed, not measured: C37H39As2Cl2MoNO12S2Si as an isolated structure, with ωB97M-V with the def2-TZVPD basis set.

Structure (ORCA input):
```
! RIJCOSX wB97M-V def2-TZVPD def2/J DEFGRID3
* xyz 0 3
Mo 0.21 -1.63 -0.65
C 3.99 4.23 3.06
C 3.19 3.15 3.37
C 3.66 2.16 4.15
C 4.95 2.19 4.60
C 5.78 3.25 4.34
C 5.28 4.31 3.53
H 3.50 4.98 2.37
H 2.14 3.26 3.10
H 3.01 1.37 4.45
H 5.28 1.41 5.23
H 6.78 3.29 4.79
H 5.85 5.15 3.27
Cl 4.60 0.64 -0.22
C 4.13 -0.55 0.91
C 4.92 -0.94 2.03
C 4.39 -1.86 2.90
Cl 5.26 -2.13 4.34
C 3.08 -2.44 2.69
C 2.46 -3.42 3.56
C 1.17 -3.77 3.35
C 0.48 -3.26 2.23
N 1.00 -2.48 1.36
C 2.31 -2.04 1.61
C 2.80 -1.02 0.75
O 1.95 -0.60 -0.14
H 5.91 -0.66 2.18
H 2.93 -3.82 4.44
H 0.61 -4.29 4.10
H -0.59 -3.61 1.94
O 0.83 -3.54 -1.11
S -0.47 -4.42 -1.00
O -0.54 -5.22 0.19
O -0.57 -5.12 -2.24
S -1.72 -2.80 -0.82
C 2.76 -2.28 -3.44
Si 1.22 -1.30 -3.07
C 1.40 0.58 -3.50
C -0.07 -1.95 -4.29
C -1.22 -1.26 -4.64
C -2.27 -1.95 -5.22
C -2.16 -3.31 -5.50
C -1.05 -4.01 -5.19
C -0.02 -3.33 -4.55
H 2.75 -3.34 -3.05
H 3.63 -1.77 -2.98
H 3.02 -2.37 -4.51
H 1.40 0.65 -4.58
H 2.28 1.14 -3.12
H 0.43 1.01 -3.23
H -1.44 -0.30 -4.31
H -3.23 -1.37 -5.53
H -2.98 -3.83 -5.84
H -1.03 -5.10 -5.36
H 0.74 -3.97 -4.03
C -2.89 -2.04 3.92
O -2.38 -1.11 2.88
C -3.24 -0.76 1.96
O -4.37 -1.07 1.99
C -2.66 0.11 0.86
C -3.40 0.31 -0.23
As -2.52 0.76 -1.91
C -3.94 1.60 -3.09
C -1.52 2.33 -1.31
C -0.85 2.17 -0.15
As -0.74 0.49 0.71
C -0.01 0.91 2.57
C -0.06 3.33 0.50
O -0.40 3.72 1.56
O 0.94 3.94 -0.12
C 1.76 3.21 -1.14
C -1.51 3.48 -2.25
O -0.97 3.38 -3.33
O -2.27 4.56 -1.97
C -2.95 4.66 -0.71
C -4.80 -0.09 -0.42
O -5.06 -1.11 -0.99
O -5.60 0.71 0.18
C -6.90 0.13 0.31
H -2.29 -1.81 4.82
H -2.78 -3.09 3.61
H -3.94 -1.93 4.11
H -4.63 0.80 -3.44
H -3.28 2.16 -3.75
H -4.41 2.34 -2.36
H -0.62 1.64 3.09
H 1.02 1.15 2.55
H -0.13 -0.06 3.09
H 1.72 3.96 -1.92
H 1.22 2.31 -1.55
H 2.73 3.01 -0.67
H -3.84 5.22 -0.97
H -2.38 5.24 -0.01
H -3.21 3.68 -0.33
H -7.50 0.77 0.93
H -6.72 -0.77 0.93
H -7.40 0.03 -0.72
*
```

LUMO energy (spin up / spin down) = -1.3 / -1.2 eV
Energy relative to the best compared isomer or geometry (same formula, charge and spin) = 0.0 kcal/mol

=====

For each record above, in turn, the calculated largest force on an atom values are 0.7 0.4 4.1 1.3 4.8 3.8 eV/Å.